{"formula": "C21H26N2O", "method": "ωB97M-V/def2-TZVPD", "species": ["O", "C", "C", "C", "C", "C", "C", "C", "N", "C", "C", "C", "C", "C", "C", "C", "C", "N", "C", "C", "C", "C", "C", "C", "H", "H", "H", "H", "H", "H", "H", "H", "H", "H", "H", "H", "H", "H", "H", "H", "H", "H", "H", "H", "H", "H", "H", "H", "H", "H"], "coordinates": [[1.41916, 2.45332, -3.41362], [0.64373, 1.95566, -2.57367], [0.07808, 2.85998, -1.46374], [-1.04969, 2.03590, -0.78372], [-2.09812, 1.70171, -1.88981], [-1.52920, 0.85659, -3.01822], [-0.02338, 0.57698, -2.76163], [-0.02011, -0.22768, -1.43726], [1.18792, -1.02708, -1.18087], [2.53876, -0.38729, -1.41256], [3.62862, -1.49599, -1.39420], [3.55020, -2.39596, -0.12465], [2.14833, -2.98771, -0.07889], [1.11130, -1.88233, 0.03226], [-0.41433, 0.72312, -0.23426], [-1.34332, 0.10069, 0.81625], [-2.42155, -0.70030, 0.55940], [-3.04074, -0.98643, 1.78634], [-2.38123, -0.34044, 2.81883], [-2.62199, -0.35605, 4.18345], [-1.81086, 0.39208, 5.04479], [-0.71321, 1.11722, 4.51998], [-0.43638, 1.05446, 3.12957], [-1.29591, 0.33391, 2.27313], [-0.31226, 3.78207, -1.89782], [0.82623, 3.20066, -0.76787], [-1.50643, 2.61085, 0.03573], [-2.55507, 2.63561, -2.23314], [-2.92637, 1.15468, -1.44046], [-1.65257, 1.40008, -3.97757], [-2.09041, -0.06005, -3.04211], [0.37882, -0.02534, -3.57862], [-0.82660, -0.99976, -1.52509], [2.75502, 0.35067, -0.62741], [2.54857, 0.10975, -2.38640], [4.64131, -1.04130, -1.44710], [3.52681, -2.15009, -2.27734], [3.70389, -1.79741, 0.74336], [4.34071, -3.14051, -0.19514], [1.93236, -3.49922, -1.04790], [2.02323, -3.65694, 0.75628], [1.27357, -1.30096, 0.94883], [0.13808, -2.28626, 0.14345], [0.53885, 1.00369, 0.27127], [-2.75299, -1.02895, -0.43224], [-3.83952, -1.64094, 1.93656], [-3.47480, -0.84116, 4.67082], [-2.04706, 0.46309, 6.07934], [-0.16137, 1.76776, 5.16657], [0.41194, 1.61567, 2.72709]], "energy_ev": -27226.703, "smiles": "O=C1C[C@H]2CC[C@@H]1[C@@H](N1CCCCC1)[C@@H]2c1c[nH]c2ccccc12", "max_force_ev_per_a": 3.4, "spin_multiplicity": 1, "relative_energy_ev": 0.959}